No. 1
84
Properties=species:S:1:pos:R:3 method="wB97M-V/def2-TZVPD" lumo_ev=0.360 smiles=COCCNCCOC.COCCNCCOC.COCCNCCOC.O.O.O.O e_homo_ha=-0.322 relative_energy_kcal_mol=86.5 homo_lumo_gap_ev=9.133
C 4.366 -4.366 -8.611
O 3.792 -4.930 -7.402
C 2.514 -4.362 -7.060
C 1.992 -5.110 -5.910
N 1.874 -6.542 -6.102
C 1.405 -7.353 -4.917
C 0.983 -8.774 -5.340
O 0.453 -9.523 -4.264
C -0.239 -10.687 -4.616
H 3.674 -4.219 -9.441
H 5.159 -4.993 -9.018
H 4.745 -3.365 -8.406
H 1.830 -4.310 -7.907
H 2.566 -3.291 -6.863
H 1.054 -4.755 -5.482
H 2.689 -4.886 -5.102
H 2.809 -6.846 -6.336
H 0.500 -6.879 -4.535
H 2.077 -7.298 -4.061
H 1.807 -9.252 -5.871
H 0.300 -8.738 -6.188
H -1.010 -10.421 -5.339
H -0.631 -11.239 -3.761
H 0.448 -11.400 -5.071
C 4.003 9.195 11.148
O 4.102 8.201 10.152
C 3.617 8.480 8.805
C 3.291 7.191 7.974
N 4.581 6.409 7.813
C 4.501 5.412 6.697
C 3.193 4.506 6.689
O 3.563 3.230 6.141
C 2.501 2.351 5.834
H 2.993 9.576 10.999
H 4.762 9.971 11.051
H 4.093 8.788 12.156
H 4.362 9.046 8.246
H 2.679 9.029 8.887
H 2.926 7.566 7.019
H 2.521 6.707 8.575
H 4.719 5.822 8.623
H 5.406 4.817 6.820
H 4.533 6.072 5.830
H 2.336 4.975 6.207
H 2.767 4.325 7.676
H 1.666 2.387 6.535
H 2.893 1.390 5.502
H 2.071 2.695 4.893
C -3.038 5.453 -1.584
O -3.942 4.358 -1.442
C -3.671 3.529 -0.313
C -4.758 2.420 -0.317
N -4.400 1.610 -1.455
C -5.548 0.870 -1.993
C -5.203 0.146 -3.281
O -5.146 1.108 -4.279
C -4.815 0.684 -5.573
H -2.100 5.334 -1.041
H -3.552 6.315 -1.159
H -2.945 5.671 -2.648
H -3.765 4.134 0.589
H -2.647 3.157 -0.282
H -5.735 2.904 -0.291
H -4.751 1.811 0.587
H -4.021 2.343 -2.036
H -6.342 1.510 -2.378
H -6.066 0.231 -1.278
H -5.995 -0.574 -3.488
H -4.241 -0.353 -3.166
H -3.780 0.349 -5.646
H -4.858 1.535 -6.253
H -5.449 -0.136 -5.909
O -4.364 -6.434 1.053
H -4.271 -7.200 1.619
H -5.180 -6.586 0.576
O -1.596 -2.460 -0.041
H -2.239 -1.759 0.070
H -2.119 -3.261 -0.078
O -3.314 -3.146 4.920
H -2.366 -3.244 4.829
H -3.672 -3.531 4.121
O 2.248 -0.294 -2.051
H 1.567 -0.895 -1.748
H 2.838 -0.203 -1.302

---

No. 2
72
Properties=species:S:1:pos:R:3 method="wB97M-V/def2-TZVPD" lumo_ev="-2.285 / -2.287" charge=+1 e_homo_ha="-0.383 / -0.383" relative_energy_kcal_mol=22.7 homo_lumo_gap_ev="8.132 / 8.131"
Fe 0.873 0.298 -0.184
C 4.747 -0.235 0.433
C 4.133 0.527 1.603
N 3.008 1.358 1.143
C 2.145 1.791 2.259
C 1.334 0.621 2.750
C 1.027 0.400 4.080
C 0.380 -0.780 4.419
C 0.084 -1.710 3.435
C 0.391 -1.396 2.122
C 0.029 -2.252 0.953
N 0.909 -1.959 -0.187
C 2.121 -2.833 -0.191
C 3.312 -2.225 0.514
N 3.804 -1.099 -0.263
N 0.974 -0.243 1.801
H 5.587 -0.831 0.795
H 5.146 0.475 -0.297
H 4.906 1.125 2.098
H 3.746 -0.171 2.346
H 3.377 2.195 0.716
H 1.478 2.581 1.910
H 2.734 2.191 3.089
H 1.316 1.119 4.836
H 0.133 -0.987 5.453
H -0.386 -2.654 3.677
H -0.983 -1.969 0.667
H 0.025 -3.312 1.223
H 0.378 -2.161 -1.024
H 2.407 -3.027 -1.225
H 1.866 -3.788 0.273
H 4.112 -2.967 0.571
H 3.026 -1.978 1.545
H 3.022 -0.530 -0.558
F -8.377 -0.359 1.312
C -7.872 -0.943 0.207
F -8.142 -2.260 0.304
F -8.550 -0.467 -0.850
C -6.393 -0.698 0.089
C -5.855 -0.075 -1.023
C -4.484 0.130 -1.101
C -3.644 -0.285 -0.070
C -4.204 -0.910 1.048
C -5.568 -1.116 1.127
C -2.216 -0.078 -0.150
C -1.013 0.092 -0.200
H -6.501 0.250 -1.826
H -4.058 0.615 -1.970
H -3.557 -1.228 1.856
H -5.998 -1.598 1.996
N -0.455 4.202 -0.343
C 0.845 4.541 -0.637
C 1.508 3.363 -0.752
N 0.634 2.310 -0.534
C -0.543 2.858 -0.298
H -1.221 4.841 -0.218
H 1.171 5.562 -0.739
H 2.538 3.206 -1.025
H -1.448 2.307 -0.093
C 2.206 -1.147 -3.579
As 1.015 0.069 -2.654
C -0.676 -0.485 -3.407
C 1.314 1.679 -3.688
H 2.140 -0.947 -4.647
H 1.906 -2.178 -3.397
H 3.230 -1.013 -3.237
H -0.613 -0.463 -4.494
H -1.457 0.187 -3.060
H -0.929 -1.493 -3.078
H 1.178 1.462 -4.746
H 2.325 2.049 -3.524
H 0.605 2.445 -3.379

---

No. 3
10
Properties=species:S:1:pos:R:3 method="wB97M-V/def2-TZVPD" lumo_ev=0.694 e_homo_ha=-0.319 relative_energy_kcal_mol=179.2 homo_lumo_gap_ev=9.384
C 1.122 -0.541 -0.417
C 2.354 -0.299 -0.187
C 1.165 1.122 0.002
C -0.192 0.895 -0.031
N -0.323 -0.415 -0.296
N -1.187 -1.322 0.316
H 1.748 2.019 -0.119
H -1.062 1.327 0.210
H -1.668 -1.836 -0.417
H -1.958 -0.951 0.940

---

No. 4
17
Properties=species:S:1:pos:R:3 method="wB97M-V/def2-TZVPD" lumo_ev=0.862 e_homo_ha=-0.326 relative_energy_kcal_mol=71.3 homo_lumo_gap_ev=9.737
C -0.835 -0.199 -1.899
C 0.966 -0.691 0.735
C -0.512 -0.590 1.028
C -0.363 0.791 0.358
C 0.984 0.846 1.114
H -2.378 0.667 -1.177
H -0.287 -0.925 -2.589
H 2.012 -0.319 -0.989
H 1.651 -1.407 1.128
H -1.247 -1.291 0.583
H -0.706 -0.501 2.073
H -1.130 1.556 0.376
H 1.841 1.499 0.803
H 0.855 0.889 2.213
N -2.084 0.037 -1.983
N 0.149 0.325 -1.046
N 1.085 -0.688 -0.731

---

No. 5
33
Properties=species:S:1:pos:R:3 method="wB97M-V/def2-TZVPD" lumo_ev=-2.342 smiles="O=[N+]([O-])c1cc([N+](=O)[O-])c2nnnn2c1.CCNCC" e_homo_ha=-0.307 homo_lumo_gap_ev=6.005
O 2.340 2.794 1.251
N 1.800 1.695 1.065
O 2.435 0.675 0.663
C 0.395 1.503 1.293
C -0.487 2.593 1.475
C -1.862 2.385 1.501
N -2.767 3.529 1.590
O -4.002 3.380 1.562
O -2.212 4.650 1.689
C -2.379 1.040 1.385
N -3.594 0.449 1.384
N -3.378 -0.879 1.219
N -2.101 -1.160 1.120
N -1.437 0.028 1.245
C -0.080 0.202 1.223
H -0.092 3.598 1.582
H 0.542 -0.683 1.180
C 1.068 -3.248 0.423
C 0.332 -2.426 -0.619
N 1.059 -1.312 -1.127
C 0.770 -0.823 -2.430
C 1.901 -0.087 -3.129
H 0.365 -3.982 0.832
H 1.900 -3.781 -0.049
H 1.450 -2.628 1.243
H 0.075 -3.049 -1.493
H -0.625 -2.093 -0.174
H 1.699 -0.794 -0.531
H 0.466 -1.702 -3.024
H -0.109 -0.157 -2.387
H 1.497 0.390 -4.026
H 2.349 0.683 -2.495
H 2.680 -0.791 -3.441